Formula: C2H2BrIO
Source: OMol25
Level of theory: ωB97M-V with the def2-TZVPD basis set

SMILES string: O=C(I)CBr
Spin multiplicity: 1
Relative energy (zero: lowest compared OMol25 entry of this formula, charge and spin), eV: 1.0597
Total energy, Eh: -3024.301493
HOMO, eV: -9.63
Net charge: 0

Positions of all 7 atoms, in Å:
C: -0.8772 -0.4692 -0.1726
C: 0.7627 0.4479 0.0676
O: -1.0197 -1.5257 -0.6224
Br: 2.1075 -0.8778 0.5270
I: -2.6140 0.5954 0.3914
H: 0.8175 1.1681 0.8688
H: 0.8233 0.6612 -1.0599